No. 1
8
Properties=species:S:1:pos:R:3:nbo_charge:R:1 method="wB97M-V/def2-TZVPD" multiplicity=3 de_lowest_kcal_mol=0.0 total_charge=-1
C 1.695 0.027 0.005 0.9498
N -2.006 0.389 0.604 -0.1616
N -2.096 -0.481 -0.430 0.0209
N -0.746 0.741 0.759 -0.1932
N -0.879 -0.736 -0.859 -0.3359
N -0.064 0.046 -0.168 -0.0127
O 2.169 0.793 -0.782 -0.6375
O 1.928 -0.780 0.870 -0.6297

***

No. 2
51
Properties=species:S:1:pos:R:3:nbo_charge:R:1 method="wB97M-V/def2-TZVPD" multiplicity=1 de_lowest_kcal_mol=37.8
O -1.509 -1.175 -3.446 -0.9436
H -1.615 -1.676 -2.668 0.4369
H -0.857 -0.517 -3.140 0.4901
O -1.045 2.901 -0.028 -0.9883
H -1.710 2.399 -0.503 0.4914
H -1.059 2.587 0.853 0.5114
O 3.075 1.561 -1.994 -0.9939
H 2.373 1.867 -1.380 0.5138
H 3.885 2.024 -1.737 0.4765
O -2.481 1.222 -1.719 -0.9540
H -3.412 1.146 -1.774 0.4859
H -2.199 0.747 -2.468 0.5027
O 3.286 -0.579 -0.325 -1.0190
H 2.865 -0.261 0.485 0.4837
H 3.306 0.117 -1.017 0.4886
O 1.777 2.256 0.191 -0.9740
H 0.800 2.384 0.185 0.4753
H 1.869 1.731 0.940 0.4947
O -1.290 -3.236 1.788 -0.9146
H -2.232 -3.310 2.010 0.4630
H -1.249 -3.049 0.856 0.4535
O -2.568 -0.726 2.714 -0.9588
H -3.083 -1.321 3.269 0.4741
H -2.812 -0.993 1.832 0.4897
O 2.352 0.404 2.089 -0.9705
H 1.664 -0.158 2.443 0.5007
H 2.732 0.796 2.846 0.4853
O 0.540 0.616 -2.664 -0.9914
H 1.133 0.402 -3.364 0.5004
H 0.567 1.543 -2.646 0.4924
O 1.631 -2.939 1.579 -0.9785
H 1.299 -2.630 0.741 0.4940
H 1.817 -3.868 1.457 0.4793
O -2.516 -0.966 -0.019 -0.9657
H -2.653 -0.238 -0.627 0.5021
H -2.326 -1.788 -0.578 0.4738
O -0.023 -0.086 0.010 -0.9667
H -0.105 0.538 -0.696 0.4820
H -0.893 -0.477 0.011 0.4650
O 0.782 -2.395 -0.950 -0.9347
H 0.722 -1.478 -0.808 0.5073
H -0.132 -2.728 -1.183 0.4293
O -0.436 1.577 2.419 -0.9700
H -1.258 1.238 2.620 0.4721
H 0.089 0.797 2.239 0.5017
O 0.612 3.300 -2.201 -0.9570
H 0.104 3.250 -1.353 0.5031
H -0.048 3.277 -2.906 0.4615
O 0.251 -1.068 3.114 -1.0072
H -0.686 -1.249 2.885 0.5038
H 0.664 -1.768 2.616 0.5029

***

No. 3
59
Properties=species:S:1:pos:R:3:nbo_charge:R:1 method="wB97M-V/def2-TZVPD" multiplicity=1 de_lowest_kcal_mol=31.1
Au 0.339 -0.729 0.349 1.4235
O -0.281 -1.911 -1.190 -0.7404
C -1.554 -2.487 -0.990 0.3588
C -1.695 -3.764 -1.503 -0.2730
C -2.901 -4.433 -1.392 -0.1835
C -3.967 -3.826 -0.744 -0.2218
C -3.816 -2.547 -0.232 -0.1446
C -2.620 -1.846 -0.352 -0.2412
C -2.594 -0.420 0.195 0.7933
O -3.601 0.077 0.648 -0.6195
O -1.448 0.199 0.133 -0.8307
H -0.371 -1.230 -1.984 0.5506
H -0.846 -4.214 -2.004 0.2300
H -3.008 -5.423 -1.818 0.2179
H -4.915 -4.340 -0.646 0.2180
H -4.631 -2.043 0.270 0.2445
C 4.066 -3.682 0.191 -0.2059
C 3.332 -3.591 1.364 -0.2190
C 2.275 -2.691 1.459 -0.3236
C 1.963 -1.890 0.368 -0.1258
C 2.695 -1.963 -0.809 -0.2751
C 3.749 -2.866 -0.888 -0.2017
H 4.884 -4.387 0.119 0.2153
H 3.572 -4.224 2.209 0.2147
H 1.687 -2.657 2.366 0.2190
H 2.457 -1.311 -1.639 0.2653
H 4.323 -2.926 -1.804 0.2189
O -0.546 0.090 -2.868 -0.7307
C 0.175 0.906 -2.253 0.7999
O 1.126 0.531 -1.482 -0.8528
C -0.099 2.370 -2.402 -0.1545
C 0.200 3.235 -1.360 -0.1668
C -0.133 4.593 -1.424 -0.2687
C -0.754 5.020 -2.569 0.2290
O -1.168 6.288 -2.883 -0.4844
C -1.896 6.163 -4.107 0.2355
O -1.654 4.857 -4.626 -0.4962
C -1.042 4.162 -3.611 0.2832
C -0.738 2.830 -3.563 -0.2410
H 0.681 2.831 -0.480 0.2250
H 0.089 5.277 -0.616 0.2239
H -1.543 6.909 -4.817 0.1661
H -2.964 6.289 -3.911 0.1506
H -0.976 2.153 -4.371 0.2448
C 2.986 -0.186 5.008 -0.6503
C 1.855 0.124 4.088 0.2142
C 0.602 0.647 4.320 -0.3402
C -0.047 0.715 3.078 0.2394
N 0.784 0.251 2.132 -0.3425
N 1.924 -0.110 2.774 -0.3303
C -1.404 1.267 2.802 -0.6749
H 2.809 0.266 5.980 0.2403
H 3.931 0.191 4.616 0.2352
H 3.085 -1.264 5.145 0.2373
H 0.194 0.960 5.266 0.2396
H 2.703 -0.455 2.236 0.4420
H -1.563 2.153 3.417 0.2280
H -2.181 0.542 3.047 0.2485
H -1.526 1.521 1.755 0.2870

***

No. 4
12
Properties=species:S:1:pos:R:3:nbo_charge:R:1 method="wB97M-V/def2-TZVPD" multiplicity=1 de_lowest_kcal_mol=62.6 smiles="C=CCC(O)=S"
C -0.253 0.399 -0.354 0.2774
C 0.555 0.077 0.811 -0.5927
C 1.270 -1.221 1.032 -0.1299
C 0.401 -2.212 1.565 -0.4498
H -1.003 -1.397 -0.042 0.4865
H 1.356 0.901 0.857 0.2507
H -0.105 0.070 1.615 0.2492
H 2.323 -1.484 0.557 0.2379
H 0.603 -3.302 1.672 0.2122
H -0.435 -2.008 2.191 0.2001
O -1.315 -0.490 -0.525 -0.6706
S -0.253 1.805 -1.311 -0.0710

***

no.,E_tot (eV)
1,-12577.381
2,-35360.372
3,-48338.479
4,-17125.416